The following is a DFT calculation (the ωB97M-V functional and the def2-TZVPD basis) of a cluster of 2 separate species, CH3BrO in total.

- net charge = 0
- energy relative to the best compared isomer or geometry (same formula, charge and spin) (eV) = 0.4992
- structure (SMILES) = C=O.Br
- frontier orbital gap (eV) = 11.1
- highest occupied orbital energy (eV) = -10.24

Structure (XYZ):
```
6
Properties=species:S:1:pos:R:3:forces:R:3
C -0.8482 -0.5283 1.1233 -0.5569 -0.0765 0.1758
O 0.2677 -0.4991 0.7051 0.4373 0.0020 -0.1470
Br 1.8462 1.5919 -1.8202 0.1303 0.4701 0.3244
H -1.5199 -1.3897 0.9686 0.0361 -0.1418 -0.0894
H 1.5490 0.5253 -2.6719 -0.1237 -0.4522 -0.3329
H -1.2949 0.2998 1.6952 0.0768 0.1984 0.0691
```
Forces are in eV/Å.

natural (NBO) population analysis, charges in e, atoms 1 to 2:
1. C 0.284
2. O -0.486

The following is a DFT calculation (the ωB97M-V functional and the def2-TZVPD basis) of a structure of composition CH3BrP2.

- net charge = 0
- energy relative to the best compared isomer or geometry (same formula, charge and spin) (eV) = 0.8617
- frontier orbital gap (eV) = 8.4
- highest occupied orbital energy (eV) = -9.31

Structure (XYZ):
```
7
Properties=species:S:1:pos:R:3:forces:R:3
C -0.6811 0.7316 -0.2377 -0.2628 0.3479 6.0301
P 0.0355 -2.2563 -0.0913 -1.0083 0.8964 0.1183
P 0.7648 -0.3719 -0.2507 0.6518 -0.6838 0.3602
Br -2.4401 -0.1396 0.0377 0.2549 0.3384 0.1684
H -0.5109 1.6347 0.7739 -0.5529 -2.8315 -3.4998
H -0.8503 1.1483 -1.1347 -0.1407 2.1527 -2.9887
H 1.2860 -2.7972 0.1099 1.0581 -0.2201 -0.1886
```
Forces are in eV/Å.

natural (NBO) population analysis, charges in e, atoms 1 to 2:
1. C -0.786
2. P 0.028

The following is a DFT calculation (the ωB97M-V functional and the def2-TZVPD basis) of the molecule CH3BrS.

- net charge = 0
- energy relative to the best compared isomer or geometry (same formula, charge and spin) (eV) = 1.6419
- frontier orbital gap (spin up / spin down) (eV) = 6.8 / 6.8
- 2S+1 = 3
- highest occupied orbital energy (spin up / spin down) (eV) = -6.13 / -9.91

Structure (XYZ):
```
6
Properties=species:S:1:pos:R:3:forces:R:3
C 0.1182 -0.6125 0.1703 1.4765 -2.4482 -2.3473
S -1.2329 0.9294 -0.5244 -2.8110 -0.7282 -2.0697
Br 1.9674 -0.1296 -0.4709 -1.1597 -0.3585 0.4789
H 0.0449 -0.5224 1.2150 0.1396 -0.3345 1.2738
H -0.2509 -1.5806 -0.3782 0.8433 1.8614 1.3989
H -0.6467 1.9156 -0.0118 1.5114 2.0081 1.2655
```
Forces are in eV/Å.

natural (NBO) population analysis, charges in e, atoms 1 to 2:
1. C -0.636
2. S 0.220

The following is a DFT calculation (the ωB97M-V functional and the def2-TZVPD basis) of the molecule CH3Cl2FSi.

- net charge = 0
- energy relative to the best compared isomer or geometry (same formula, charge and spin) (eV) = 3.4188
- structure (SMILES) = FC[SiH](Cl)Cl
- frontier orbital gap (eV) = 11.5
- highest occupied orbital energy (eV) = -10.79

Structure (XYZ):
```
8
Properties=species:S:1:pos:R:3:forces:R:3
C -0.4017 0.5153 0.4904 0.8782 -5.3906 -2.4065
F -0.6972 0.7844 -0.8439 0.1060 0.5119 -0.0362
Si 1.4543 0.0644 0.6659 -1.9006 1.2318 2.8809
Cl 2.3956 1.6580 0.0573 1.3284 2.1337 -1.0333
Cl 1.9650 -1.4337 -0.4448 0.5452 -2.1114 -1.1168
H -0.6424 1.2490 1.1054 -1.1439 3.8340 2.5193
H -1.0632 -0.3545 0.7460 0.6030 0.5352 0.0676
H 1.8524 0.0947 2.1463 -0.4163 -0.7446 -0.8749
```
Forces are in eV/Å.

natural (NBO) population analysis, charges in e, atoms 1 to 2:
1. C -0.336
2. F -0.367

The following is a DFT calculation (the ωB97M-V functional and the def2-TZVPD basis) of a cluster of 2 separate species, CH3Cl2FSi in total.

- net charge = 0
- energy relative to the best compared isomer or geometry (same formula, charge and spin) (eV) = 6.8925
- structure (SMILES) = F/C=[SiH]\Cl.Cl
- frontier orbital gap (eV) = 8.2
- highest occupied orbital energy (eV) = -8.34

Structure (XYZ):
```
8
Properties=species:S:1:pos:R:3:forces:R:3
C 1.0993 0.8458 -0.9821 0.9596 1.5135 0.9155
F 0.8085 -0.4528 -1.1946 -1.1854 -0.2401 0.7767
Si 1.0705 2.0843 0.3181 1.5154 -2.5900 -3.6616
Cl -3.1586 0.4072 -1.3662 1.0654 0.0467 -0.2751
Cl -0.3442 2.3379 1.5855 -1.8195 0.2898 2.0136
H -1.8858 0.4440 -1.7079 -0.9927 -0.0371 0.3005
H 1.7614 1.0775 -1.8003 0.6228 0.7249 0.0599
H 2.0529 3.1453 0.1592 -0.1656 0.2924 -0.1295
```
Forces are in eV/Å.

natural (NBO) population analysis, charges in e, atoms 1 to 2:
1. C -0.376
2. F -0.350

The following is a DFT calculation (the ωB97M-V functional and the def2-TZVPD basis) of a cluster of 2 separate species, CH3Cl2FSi in total.

- net charge = 0
- energy relative to the best compared isomer or geometry (same formula, charge and spin) (eV) = 0.1718
- frontier orbital gap (spin up / spin down) (eV) = 6.2 / 9.3
- 2S+1 = 3
- highest occupied orbital energy (spin up / spin down) (eV) = -6.05 / -11.63

Structure (XYZ):
```
8
Properties=species:S:1:pos:R:3:forces:R:3
C 0.3762 -1.4352 -0.6521 -1.4716 0.0053 -0.8676
F -0.0030 0.4918 1.4915 -0.5732 -1.2676 -0.7214
Si 0.9983 -0.6400 0.8443 0.7075 4.3434 -1.0718
Cl 2.1836 -0.7932 2.3915 1.1209 -1.6454 2.1411
Cl -2.1805 3.2698 -0.6255 -0.0714 -2.8187 -0.4798
H -2.2144 1.8874 -0.8496 0.0715 2.8275 0.4994
H -0.0525 -0.6765 -1.3209 -0.3462 -0.1006 0.5962
H 0.8924 -2.1040 -1.2790 0.5625 -1.3438 -0.0960
```
Forces are in eV/Å.

natural (NBO) population analysis, charges in e, atoms 1 to 2:
1. C -0.778
2. F -0.657

The following is a DFT calculation (the ωB97M-V functional and the def2-TZVPD basis) of a cluster of 2 separate species, CH3Cl2OPS in total.

- net charge = 0
- energy relative to the best compared isomer or geometry (same formula, charge and spin) (eV) = 5.2783
- frontier orbital gap (spin up / spin down) (eV) = 8.2 / 6.9
- highest occupied orbital energy (spin up / spin down) (eV) = -9.40 / -8.40

Structure (XYZ):
```
9
Properties=species:S:1:pos:R:3:forces:R:3
C 1.8867 0.0946 0.3107 -1.3083 -0.4177 -0.2054
O -0.1245 -0.1970 -1.4601 0.3128 0.1688 0.4525
P -2.8821 -0.7319 0.5083 0.2072 -1.9527 2.1610
S 0.0317 0.3711 -0.0841 0.9668 0.1707 0.2885
Cl 2.9116 1.4824 0.5847 0.0054 0.6650 -0.7156
Cl -3.3091 1.1517 0.2724 -0.4445 1.9182 -0.5783
H 2.0406 -0.5454 -0.5427 0.9839 0.2701 -0.6310
H 2.1392 -0.4672 1.1800 -0.8548 -0.8177 0.7118
H -2.6942 -1.1582 -0.7692 0.1315 -0.0046 -1.4836
```
Forces are in eV/Å.

natural (NBO) population analysis, charges in e, atoms 1 to 2:
1. C -0.613
2. O -0.781

The following is a DFT calculation (the ωB97M-V functional and the def2-TZVPD basis) of the ion CH3Cl3N2P with charge +1.

- net charge = +1
- energy relative to the best compared isomer or geometry (same formula, charge and spin) (eV) = 0.7100
- structure (SMILES) = CN=[N+]=P(Cl)(Cl)Cl
- frontier orbital gap (spin up / spin down) (eV) = 9.5 / 9.5
- highest occupied orbital energy (spin up / spin down) (eV) = -15.23 / -15.23

Structure (XYZ):
```
10
Properties=species:S:1:pos:R:3:forces:R:3
C 0.1342 -0.1710 -0.1133 1.4719 1.8820 -1.2048
N 1.4411 -0.5045 0.3907 5.1596 3.5397 -1.8914
N 2.4381 0.3889 -0.0327 -4.3589 -4.9634 2.3025
P 3.9997 -0.1178 0.5478 -1.1985 0.8834 -1.7246
Cl 4.1071 -1.3777 2.0056 0.0100 -0.5155 -0.1434
Cl 4.6698 1.5775 1.2424 0.5009 -0.0551 -0.2823
Cl 4.8226 -0.7223 -1.2040 -0.2077 0.3896 1.7079
H -0.4386 -1.1034 -0.2442 0.1534 0.6499 -0.0847
H 0.2884 0.5792 -0.9992 -0.8699 -1.6606 1.3198
H -0.2230 0.4323 0.7304 -0.6607 -0.1500 0.0009
```
Forces are in eV/Å.

natural (NBO) population analysis, charges in e, atoms 1 to 2:
1. C -0.499
2. N 0.003

The following is a DFT calculation (the ωB97M-V functional and the def2-TZVPD basis) of the molecule CH3Cl3Si.

- net charge = 0
- energy relative to the best compared isomer or geometry (same formula, charge and spin) (eV) = 4.2435
- structure (SMILES) = Cl[SiH2]C(Cl)Cl
- frontier orbital gap (eV) = 11.0
- highest occupied orbital energy (eV) = -10.32

Structure (XYZ):
```
8
Properties=species:S:1:pos:R:3:forces:R:3
C -0.6888 -0.3911 -0.4086 0.2402 1.9288 -0.8634
Si 0.7841 0.3758 0.5544 -1.4077 -1.5948 -1.3201
Cl -1.2257 0.6710 -1.8041 0.3727 -0.3627 0.4273
Cl -2.0436 -0.6002 0.6777 -0.1459 -0.3010 0.2089
Cl 2.5376 -0.0496 -0.3115 0.7511 -0.1109 -0.3424
H -0.3599 -1.2786 -0.8749 -0.1734 -1.3124 -0.3355
H 0.4855 1.7197 0.5115 -0.1038 2.1669 0.4297
H 0.5107 -0.4472 1.6555 0.4668 -0.4138 1.7956
```
Forces are in eV/Å.

natural (NBO) population analysis, charges in e, atoms 1 to 2:
1. C -0.612
2. Si 1.132

The following is a DFT calculation (the ωB97M-V functional and the def2-TZVPD basis) of a cluster of 2 separate species, CH3Cl4NP2 in total.

- net charge = 0
- energy relative to the best compared isomer or geometry (same formula, charge and spin) (eV) = 3.8731
- frontier orbital gap (spin up / spin down) (eV) = 9.1 / 5.7
- highest occupied orbital energy (spin up / spin down) (eV) = -9.37 / -8.74

Structure (XYZ):
```
11
Properties=species:S:1:pos:R:3:forces:R:3
C -1.0280 1.0978 1.0393 -1.4492 3.3252 -4.3988
N 0.7460 -0.6910 -0.2959 -2.0935 -1.0442 1.5673
P -0.4150 -1.8492 -0.3827 2.1605 -0.8668 1.1612
P 2.2498 -0.4645 -0.6917 0.8664 -0.2665 0.4131
Cl -1.4021 -1.7646 1.4282 -0.0516 -0.5559 0.0518
Cl -1.6362 -0.9194 -1.5542 -2.0314 0.9235 -1.7305
Cl 2.3906 1.4217 0.0457 0.5136 0.6472 -0.0340
Cl 2.1239 -0.2786 -2.6878 0.3583 0.4569 -1.2960
H -0.5403 0.7074 1.7869 2.0152 -2.3912 4.0173
H -0.5204 2.0218 0.6864 -0.9262 -0.7133 -0.1431
H -1.9685 0.7187 0.6259 0.6380 0.4850 0.3915
```
Forces are in eV/Å.

natural (NBO) population analysis, charges in e, atoms 1 to 2:
1. C -0.413
2. N -1.240

The following is a DFT calculation (the ωB97M-V functional and the def2-TZVPD basis) of a cluster of 2 separate species, CH3ClFOP in total.

- net charge = 0
- energy relative to the best compared isomer or geometry (same formula, charge and spin) (eV) = 5.7865
- frontier orbital gap (spin up / spin down) (eV) = 7.2 / 6.0
- highest occupied orbital energy (spin up / spin down) (eV) = -9.56 / -8.60

Structure (XYZ):
```
8
Properties=species:S:1:pos:R:3:forces:R:3
C 0.9603 0.4931 -0.1884 3.4450 -1.3925 -0.5118
O 0.2233 -0.7513 0.1437 0.2523 1.0682 -0.5257
F -1.9586 1.3748 0.6582 0.5251 -1.4393 -0.8379
P -1.0570 -1.2382 -0.6206 -0.0499 2.0572 1.1159
Cl -1.8096 -2.4701 0.7261 -0.0230 -0.1261 -0.0126
H 1.2929 0.5898 -1.2721 -0.2642 -0.9402 1.3687
H 1.8232 0.6102 0.5536 -0.8378 -1.1727 -1.3182
H 0.5255 1.3916 -0.0005 -3.0476 1.9453 0.7216
```
Forces are in eV/Å.

natural (NBO) population analysis, charges in e, atoms 1 to 2:
1. C -0.269
2. O -0.798

The following is a DFT calculation (the ωB97M-V functional and the def2-TZVPD basis) of a cluster of 2 separate species, CH3ClN2O in total.

- net charge = 0
- energy relative to the best compared isomer or geometry (same formula, charge and spin) (eV) = 0.0000
- frontier orbital gap (spin up / spin down) (eV) = 10.1 / 7.0
- 2S+1 = 3
- highest occupied orbital energy (spin up / spin down) (eV) = -9.17 / -10.11

Structure (XYZ):
```
8
Properties=species:S:1:pos:R:3:forces:R:3
C -0.4176 -0.0559 -1.1436 -2.6578 1.2341 -2.2894
N -0.3348 0.7144 -0.1218 1.1478 2.5353 1.7427
N 0.4400 -0.4388 1.5150 -0.3308 3.1331 5.1484
O 0.1101 -1.0850 -1.3267 1.9529 -3.6897 -0.7399
Cl 1.8551 0.1500 2.2072 -0.7184 -0.8229 -0.5702
H -1.1075 0.4163 -1.8946 0.2245 -0.1781 -0.3951
H -1.1177 1.2864 -0.0087 -1.5495 1.1435 0.5769
H 0.5724 -0.9875 0.7731 1.9313 -3.3553 -3.4733
```
Forces are in eV/Å.

natural (NBO) population analysis, charges in e, atoms 1 to 2:
1. C 0.441
2. N -0.430